Entry from the Open Molecules 2025 dataset: C31H30I2N3OPZn as an isolated structure at a distorted geometry (ωB97M-V/def2-TZVPD).

```
69
Properties=species:S:1:pos:R:3:forces:R:3
Zn 1.100 0.645 1.673 0.2112 0.6842 -0.6068
I -1.104 0.629 5.360 -0.2031 0.3198 -0.1375
C -2.178 1.314 3.693 -0.0969 1.4775 -1.7959
C -3.527 1.697 3.801 -2.3350 -0.2276 -0.1330
C -4.407 2.069 2.742 1.1528 -0.8095 2.9327
I -6.504 2.361 3.171 1.1933 -0.1499 -0.2018
C -3.836 2.305 1.510 1.3965 0.0248 -2.8460
C -4.579 2.635 0.329 -0.5156 1.1174 1.1449
C -3.935 3.256 -0.725 1.2383 -0.2241 -0.2084
C -2.519 3.257 -0.664 1.5543 -0.7081 0.4446
N -1.726 2.724 0.341 -1.1045 1.5798 -3.7613
C -2.347 2.260 1.365 -3.0069 -1.0013 3.5414
C -1.503 1.758 2.515 -2.6858 0.2135 -0.2929
O -0.281 1.872 2.353 2.8360 -0.4384 0.4172
H -3.991 1.675 4.785 0.1141 -0.2984 -0.0607
H -5.686 2.632 0.430 0.8835 -0.0974 -0.3161
H -4.399 3.755 -1.614 0.1927 -0.8448 1.0496
H -1.922 3.610 -1.519 -0.4844 0.0735 0.4724
C 0.085 -5.034 -2.134 -1.9420 3.2279 0.2976
C -0.591 -4.538 -0.985 0.7783 -1.2004 -0.7655
C -0.796 -3.188 -0.753 1.2517 0.8169 -1.6309
C -0.402 -2.204 -1.734 -0.8442 -2.3692 1.5644
C 0.008 -2.730 -2.958 0.3634 0.6704 0.6749
C 0.228 -4.065 -3.172 0.6769 -3.0780 0.3515
P -0.535 -0.448 -1.252 -0.2473 -0.6598 0.5541
C -1.248 0.198 -2.769 -0.8901 0.1926 -2.8004
C -2.189 -0.549 -3.613 1.9770 0.2591 1.4033
C -2.598 -0.013 -4.806 0.2903 0.0177 -0.8543
C -2.162 1.224 -5.229 -0.7013 2.3062 -0.9491
C -1.386 2.030 -4.392 0.2121 -1.5127 -0.3168
C -0.819 1.466 -3.264 -0.9694 -1.0364 1.3138
C 1.203 0.043 -1.358 0.5817 0.9711 -1.3705
C 1.851 0.154 -2.619 0.7525 -0.8006 0.4049
C 3.212 0.485 -2.739 0.3378 1.0158 0.5088
C 3.877 0.890 -1.569 -0.9089 -0.2953 1.2435
C 3.126 0.972 -0.355 1.6707 0.6215 -0.9041
C 1.821 0.542 -0.207 -0.2016 -0.1679 0.5343
H 0.319 -6.070 -2.196 0.0721 -0.5143 -0.4258
H -0.977 -5.293 -0.311 0.2446 0.2019 0.4948
H -1.086 -2.895 0.230 -0.6868 0.3903 0.4466
H 0.323 -2.032 -3.688 -0.0895 0.4670 -1.0035
H 0.525 -4.516 -4.134 0.1394 0.9133 0.3063
H -2.358 -1.632 -3.497 -0.1963 0.7689 0.6253
H -3.141 -0.608 -5.520 -0.3120 -0.2591 0.0613
H -2.477 1.679 -6.228 0.3116 -0.9204 1.4585
H -1.100 3.013 -4.660 0.2339 0.7746 -0.4644
H -0.047 1.990 -2.707 -0.2431 0.1502 0.0106
H 1.334 -0.148 -3.520 -0.1532 0.1703 -0.0174
H 3.749 0.646 -3.703 -0.7278 -0.6699 0.6806
H 4.955 1.095 -1.483 -0.5888 0.2029 -0.5424
H 3.596 1.532 0.468 0.0658 -0.5881 -0.1892
N 0.601 -1.024 2.705 -0.8888 0.0004 1.6616
C 1.611 -2.111 2.661 -0.8743 -0.5649 0.2555
C 2.806 -1.879 3.551 0.5607 2.0179 1.3394
C 3.935 -0.867 3.123 0.1372 1.0811 -1.2374
C 3.934 0.717 3.359 -0.1688 -1.8292 0.7366
N 2.560 1.282 3.304 0.6961 0.0978 -0.0753
H 0.278 -0.796 3.714 0.8214 -0.5696 -1.9606
H -0.273 -1.300 2.237 0.4707 -0.1197 0.1418
H 1.956 -2.248 1.654 0.0788 0.2312 -0.7802
H 1.092 -3.062 2.897 0.5083 0.3483 0.2677
H 3.385 -2.762 3.648 0.1172 -1.2351 -0.0256
H 2.490 -1.641 4.586 -0.0774 -0.1120 -0.3402
H 4.058 -1.001 2.027 0.0481 -0.0509 0.4930
H 4.891 -1.141 3.594 -0.4033 -0.4520 -0.2187
H 4.520 1.191 2.570 -0.1468 -0.1699 -0.0960
H 4.568 0.848 4.293 -1.3656 0.4472 -0.5955
H 2.643 2.293 3.272 -0.3255 0.0302 0.0839
H 1.993 1.051 4.118 0.2141 0.0913 0.0074
```
Forces are in eV/Å.

LUMO energy = 0.002 Eh
energy relative to the best compared isomer or geometry (same formula, charge and spin) = 10.4 kcal/mol